36
Properties=species:S:1:pos:R:3:nbo_charge:R:1 method="wB97M-V/def2-TZVPD" relative_energy_kj_mol=281.17 e_homo_ev=-8.08 smiles="C[C@H](OC(=O)CC(=O)Br)P(C)C.c1ccccc1" spin_multiplicity=1 lumo_ev=-0.4 gap_ev=7.7 largest_force_ev_per_a=9.5
C 2.2510 -0.7291 4.3393 -0.635
C 1.8524 0.3506 3.1252 -0.184
O 0.3867 0.2902 3.0096 -0.572
C -0.1038 0.8982 1.7630 0.820
O 0.1531 2.1331 1.3220 -0.559
C -1.1317 -0.0551 0.8509 -0.591
C -1.9026 -1.0235 1.9751 0.462
O -2.9724 -0.5236 2.6481 -0.520
Br -1.3328 -2.8836 2.4537 0.033
P 2.8163 -0.2214 1.5802 0.668
C 2.1428 -1.8459 0.8381 -0.945
C 3.0411 1.1595 0.2825 -0.934
H 2.4551 -1.7522 3.7763 0.215
H 1.2524 -0.9041 4.9589 0.235
H 3.1446 -0.3639 5.0007 0.239
H 2.2366 1.4140 3.5050 0.232
H -1.9553 0.6529 0.3926 0.297
H -0.5699 -0.6709 0.0286 0.271
H 0.9783 -1.9617 0.8597 0.219
H 2.5870 -2.7284 1.5069 0.253
H 2.5457 -1.9638 -0.2544 0.256
H 3.3117 2.1758 0.8458 0.260
H 3.9915 0.8766 -0.3646 0.247
H 2.0908 1.3449 -0.3746 0.229
C -2.5600 1.7749 -3.1181 -0.211
C -1.5181 1.0054 -2.6014 -0.228
C -1.2331 -0.2438 -3.1521 -0.210
C -1.9845 -0.7195 -4.2271 -0.215
C -3.0240 0.0517 -4.7462 -0.210
C -3.3150 1.2968 -4.1894 -0.209
H -2.7840 2.7468 -2.6864 0.218
H -0.9282 1.3791 -1.7682 0.215
H -0.4255 -0.8460 -2.7449 0.206
H -1.7594 -1.6908 -4.6595 0.215
H -3.6084 -0.3184 -5.5850 0.215
H -4.1285 1.8950 -4.5905 0.216


96
Properties=species:S:1:pos:R:3:lowdin_charge:R:1 method="wB97M-V/def2-TZVPD" e_homo_ev=-10.01 spin_multiplicity=1 lumo_ev=-2.3 total_charge=+1 gap_ev=7.7 largest_force_ev_per_a=2.6
C 3.0669 4.3537 -5.7369 -0.130
C 3.9626 5.6207 -5.9495 -0.246
C 3.5756 6.8816 -5.0863 -0.214
C 3.1121 6.5738 -3.6122 -0.210
C 1.6211 6.9960 -3.3027 -0.198
C 0.5817 6.5852 -4.4097 -0.201
C -0.5844 5.6415 -3.9135 -0.205
C -0.1518 4.5477 -2.8788 -0.203
C -1.2784 3.4291 -2.7785 -0.195
C -2.3331 3.7583 -1.6647 -0.204
C -1.9586 3.1703 -0.2514 -0.214
C -2.3440 1.6610 -0.0576 -0.204
C -1.2992 0.6487 -0.6730 -0.203
C -1.1359 -0.6761 0.1826 -0.211
C 0.3511 -1.1533 0.1044 -0.292
C 0.6376 -2.4346 1.0069 -0.323
Si 2.5159 -2.7406 0.9270 0.523
O 3.0154 -4.1213 1.8372 -0.457
Si 4.7315 -3.9861 2.0504 0.412
N 5.4560 -3.2587 0.6172 -0.071
C 6.3845 -3.9985 0.1044 -0.454
C 6.0075 -4.9154 -1.1010 -0.041
C 7.8688 -3.9753 0.6231 -0.035
H 2.0339 4.4618 -6.1515 0.068
H 3.0244 3.9785 -4.6923 0.054
H 3.5321 3.5283 -6.3416 0.073
H 3.8255 5.9220 -7.0234 0.104
H 5.0559 5.4021 -5.8566 0.104
H 4.5002 7.5137 -5.0210 0.103
H 2.8151 7.5416 -5.5764 0.107
H 3.7435 7.2195 -2.9439 0.101
H 3.3389 5.5279 -3.2812 0.095
H 1.6352 8.1182 -3.2664 0.107
H 1.3159 6.6861 -2.2714 0.099
H 0.0888 7.5289 -4.7651 0.108
H 1.0267 6.1200 -5.3145 0.078
H -1.4354 6.2792 -3.5858 0.110
H -0.9483 5.0891 -4.8231 0.105
H 0.8521 4.1087 -3.0720 0.107
H -0.1203 5.0441 -1.8707 0.100
H -1.7917 3.3486 -3.7695 0.104
H -0.7522 2.4655 -2.5558 0.088
H -3.3571 3.3992 -1.9165 0.105
H -2.3938 4.8675 -1.5418 0.106
H -0.8817 3.3584 -0.0305 0.112
H -2.5391 3.7514 0.5149 0.106
H -2.4362 1.4538 1.0352 0.093
H -3.3441 1.4928 -0.5202 0.105
H -0.2896 1.1048 -0.7882 0.100
H -1.6697 0.3594 -1.6844 0.112
H -1.7988 -1.4715 -0.2336 0.112
H -1.3806 -0.4374 1.2444 0.091
H 1.0593 -0.3419 0.4113 0.101
H 0.6583 -1.4353 -0.9374 0.112
H 0.2605 -2.2784 2.0498 0.059
H 0.0823 -3.3104 0.5771 0.072
H 2.8752 -2.9517 -0.4757 -0.018
H 3.1926 -1.5653 1.4900 -0.011
H 5.3513 -5.2865 2.3134 -0.023
H 5.0167 -3.0830 3.1852 -0.032
H 5.3661 -5.7392 -0.6980 0.089
H 6.9073 -5.3659 -1.5856 0.073
H 5.4341 -4.3124 -1.8410 0.086
H 7.9101 -4.5353 1.5855 0.082
H 8.1589 -2.9098 0.7674 0.088
H 8.5689 -4.4329 -0.1080 0.072
C -3.2475 -4.7105 1.7806 -0.044
C -4.1541 -4.6167 2.9943 -0.151
N -3.4480 -4.2996 4.3029 -0.254
C -2.5640 -5.4880 4.6439 0.019
C -4.4600 -4.2335 5.4421 -0.150
C -5.4753 -3.1059 5.3979 -0.048
C -2.5097 -3.0942 4.2479 -0.058
C -3.0759 -1.7513 3.7980 -0.186
O -3.5136 -1.7914 2.4556 -0.214
C -4.7642 -1.1607 2.2058 -0.064
H -2.5185 -5.5182 1.8705 0.082
H -3.8585 -4.9301 0.9033 0.102
H -2.7102 -3.7881 1.5724 0.067
H -4.6565 -5.5749 3.1440 0.137
H -4.9274 -3.8714 2.8379 0.099
H -3.1876 -6.3789 4.6840 0.116
H -2.1027 -5.3024 5.6120 0.113
H -1.7954 -5.5895 3.8826 0.103
H -3.8895 -4.1772 6.3703 0.135
H -4.9878 -5.1890 5.4268 0.133
H -5.0625 -2.1795 5.7906 0.078
H -6.3088 -3.3554 6.0579 0.099
H -5.8945 -2.9262 4.4094 0.075
H -1.7026 -3.3799 3.5724 0.126
H -2.0934 -2.9939 5.2521 0.146
H -2.2514 -1.0300 3.8480 0.140
H -3.8408 -1.3713 4.4716 0.098
H -5.0640 -0.4760 3.0022 0.099
H -5.5334 -1.9287 2.0860 0.080
H -4.6959 -0.6091 1.2686 0.093


12
Properties=species:S:1:pos:R:3:nbo_charge:R:1 method="wB97M-V/def2-TZVPD" relative_energy_kj_mol=305.37 e_homo_ev=-9.35 smiles="O=C(C=S)N1CC1" spin_multiplicity=1 lumo_ev=-1.5 gap_ev=7.8 largest_force_ev_per_a=6.0
C -1.8974 -0.8244 -0.5030 -0.366
C -0.7131 -0.1445 -0.9058 0.552
C 0.6957 0.1244 1.2334 -0.215
C 1.5617 0.7752 0.0239 -0.236
H -2.1760 -1.3331 -1.4871 0.250
H 0.9152 -0.9795 1.3392 0.207
H 0.5889 0.7859 2.0427 0.210
H 1.8655 1.7669 0.2213 0.213
H 2.0558 0.0387 -0.7741 0.227
N 0.1122 0.5099 -0.0012 -0.425
O -0.4107 -0.1098 -2.1348 -0.570
S -2.5978 -0.6095 0.9456 0.154